(1)
Here is 6 unconnected molecules or ions with the total composition CH15NO6 from OMol25. Energies are from ωB97M-V with the def2-TZVPD basis set.

Last column: Löwdin charge in e.
Atoms and positions in Å:
N -1.90188 -1.45067 -0.12840  0.0225
C -1.60831 -0.93159 -1.45577  -0.3151
O -0.34882 -0.29662 -1.49612  -0.0832
H -2.59436 -2.18582 -0.16566  0.0824
H -2.29330 -0.71871 0.46198  0.0749
H -2.37378 -0.24015 -1.82520  0.1168
H -1.53574 -1.77121 -2.14586  0.1192
H -0.37224 0.48191 -0.91041  0.0515
O 2.26623 -0.36336 -0.35642  -0.0801
H 1.55528 -0.48444 -1.02688  0.0375
H 2.80416 0.34919 -0.75304  0.0430
O -1.06579 0.42136 2.47045  -0.0873
H -1.03219 0.60611 3.42074  0.0608
H -0.46989 -0.36448 2.34051  0.0210
O 0.51061 -1.70862 1.60850  -0.0778
H 1.30081 -1.41536 1.14126  0.0148
H -0.13575 -1.83529 0.86621  0.0290
O 0.32819 1.66381 0.45482  -0.0661
H 1.02911 1.00801 0.55715  0.0210
H -0.26049 1.51239 1.20279  0.0161
O 2.23670 2.24220 -1.49989  -0.0425
H 1.50883 2.37506 -0.90469  -0.0081
H 2.45263 3.10628 -1.85608  0.0496

Computed properties:
HOMO energy in Eh: -0.3775
Spin multiplicity: 1
SMILES: NCO.O.O.O.O.O
DFT total energy in Eh: -553.3207
Frontier orbital gap in eV: 10.92
LUMO energy in Ha: 0.02394

---

(2)
Here is 7 unconnected molecules or ions with the total composition CH15O7 from OMol25. Energies are from ωB97M-V with the def2-TZVPD basis set.

Last column: Löwdin charge in e.
Atoms and positions in Å:
C 0.28569 -0.14759 2.13211  -0.0397
O -1.09208 0.17872 2.00936  0.0451
H 0.47206 -0.86208 1.42209  0.0455
H 0.98045 0.80661 2.01695  0.1273
H 0.44410 -0.60140 3.13091  0.1272
H -2.00508 -1.74673 0.87681  0.0859
H -1.40121 -0.75241 -0.24253  -0.0340
O -1.64054 -1.66410 -0.04700  -0.0711
H -0.58019 -1.04660 -2.86729  0.0143
H -1.05402 0.08566 -1.79651  -0.0129
O -0.82952 -0.16636 -2.73163  -0.0416
H 1.33685 -1.28480 -0.87534  0.0903
H 0.21779 -2.20090 -0.25911  -0.0288
O 1.17793 -2.23682 -0.38185  -0.1147
H 0.23056 1.66859 -0.05957  -0.0025
H 1.08359 2.20753 1.17102  0.0424
O 1.08285 2.28743 0.16119  -0.1594
H 1.18173 0.45730 -1.69437  -0.1026
H 2.00665 1.04327 -0.76099  0.0107
O 2.03825 0.51235 -1.56346  0.0051
H -1.16250 0.85642 1.23747  0.0814
H -1.77076 1.62510 -0.53463  0.1365
O -1.00258 0.98080 -0.34363  -0.2043

Computed properties:
HOMO energy (alpha / beta) in Eh: -0.4058 / -0.3979
Spin multiplicity: 2
DFT total energy in Eh: -573.5781
Frontier orbital gap (alpha / beta) in eV: 10.85 / 5.05
LUMO energy (alpha / beta) in Ha: -0.00726 / -0.21225

---

(3)
Here is a molecular structure, CH16B3N2NiO from OMol25. Energies are from ωB97M-V with the def2-TZVPD basis set.

Last column: Löwdin charge in e.
Atoms and positions in Å:
Ni -0.11443 -1.04670 -0.10584  0.4937
B 1.56378 -2.17632 0.67360  -0.4094
H 1.71827 -1.25637 1.21587  -0.0468
H 1.60666 -1.79950 -0.33656  -0.0421
H 2.36019 -2.88603 0.83572  -0.0496
H 0.56160 -2.52076 0.87669  -0.0428
B -1.67370 -0.48547 1.22629  -0.4569
H -0.65115 -0.42507 1.56539  -0.0298
H -2.32205 -0.17877 2.03240  -0.0277
H -1.71945 0.25177 0.43976  -0.0476
H -1.77517 -1.49693 0.86451  -0.0254
B -0.79540 -1.08087 -2.17113  -0.4224
H -0.77600 -1.23116 -3.23944  -0.0520
H -1.59074 -0.39572 -1.92167  -0.0398
H -0.91797 -2.00446 -1.62688  -0.0377
H 0.20079 -0.70041 -2.00648  -0.0393
C 0.63863 1.96551 0.25550  -0.9224
O 0.81080 0.77126 0.04076  -0.0626
N -0.45448 2.40850 0.69288  0.1679
N 1.42540 2.84662 -0.31670  0.0774
H -0.46641 3.37677 0.97996  -0.0301
H -1.26829 1.81225 0.74088  0.0712
H 2.17659 2.53974 -0.91806  0.0679
H 1.46258 3.71214 0.20250  -0.0937

Computed properties:
HOMO energy (alpha / beta) in Eh: 0.1152 / -0.1074
Spin multiplicity: 4
DFT total energy in Eh: -1814.9687
Frontier orbital gap (alpha / beta) in eV: 2.53 / 8.47
Total charge: -2
LUMO energy (alpha / beta) in Ha: 0.20814 / 0.20389

---

(4)
Here is a molecular structure, CH16F3O11SY from OMol25. Energies are from ωB97M-V with the def2-TZVPD basis set.

Last column: Löwdin charge in e.
Atoms and positions in Å:
Y -0.01745 -0.21583 0.75740  1.6533
C -0.52750 0.53589 -3.69830  -0.6330
F -0.25973 0.51248 -5.02433  0.1602
F -1.37264 1.50558 -3.45562  0.1531
F -1.06309 -0.62438 -3.26241  0.1091
S 1.05083 0.90574 -2.72226  0.5692
O 0.71068 0.48700 -1.36907  -0.4790
O 2.11271 0.00994 -3.25466  -0.3076
O 1.38141 2.32732 -2.91507  -0.2758
O 0.90993 1.97565 0.92163  -0.0563
H 1.80690 2.28916 0.80589  0.1133
H 0.40531 2.76260 1.12733  0.0993
O -1.37781 0.91416 2.49234  -0.0547
H -1.76556 1.78395 2.39565  0.0913
H -1.73442 0.58269 3.31647  0.1003
O 1.32381 0.02635 2.95702  -0.0630
H 1.36589 0.93150 3.26551  0.0778
H 1.90198 -0.45580 3.54820  0.0987
O -0.15360 -2.14935 2.13803  -0.0705
H 0.04874 -2.40522 3.03793  0.1028
H -0.41893 -2.96381 1.71085  0.0869
O 2.29386 -0.57939 0.49937  -0.0666
H 3.06311 -0.34501 1.01855  0.1035
H 2.65014 -0.86646 -0.34139  0.0941
O 0.15823 -2.00056 -0.67782  -0.0613
H 0.93559 -2.54900 -0.78346  0.1144
H -0.48979 -2.38671 -1.26704  0.1006
O -2.33573 -1.35071 0.41278  -0.0407
H -3.24824 -1.23881 0.67932  0.1018
H -2.37502 -1.95159 -0.33128  0.0748
O -1.50852 1.27709 -0.38666  -0.0798
H -1.17807 2.12619 -0.68004  0.0875
H -2.29300 1.12935 -0.91485  0.0962

Computed properties:
HOMO energy in Eh: -0.5525
Spin multiplicity: 1
DFT total energy in Eh: -1611.0994
Frontier orbital gap in eV: 8.25
Total charge: +2
LUMO energy in Ha: -0.24948

---

(5)
Here is a molecular structure, CH16LiO11 from OMol25. Energies are from ωB97M-V with the def2-TZVPD basis set.

Last column: Löwdin charge in e.
Atoms and positions in Å:
Li 0.20155 0.38490 0.26693  0.6563
C -1.66845 0.80290 -1.15007  -0.8972
O -2.55045 1.57290 -1.90407  -0.2280
O -0.62445 0.44490 -1.70407  -0.1357
O -1.77445 0.72990 0.14793  -0.2114
O 1.94755 0.24590 -0.69107  -0.0543
H 2.37055 -0.07610 -1.45807  0.0310
H 2.56855 0.06490 0.00193  0.0450
O 1.35855 -2.07510 -2.19407  -0.0210
H 1.06255 -2.92210 -1.93507  0.0105
H 0.75055 -1.38110 -2.04907  -0.0166
O -2.78745 -1.48810 0.98793  -0.0643
H -2.47145 -0.63410 0.64593  -0.0286
H -3.34345 -1.88010 0.34393  0.0201
O 0.44255 2.82790 0.41893  -0.0660
H -0.50245 2.99590 0.32393  0.0556
H 0.83855 3.56990 -0.04107  0.0399
O -0.12345 -1.59910 0.58993  -0.0837
H -1.03545 -1.84710 0.47993  0.0218
H 0.22355 -2.34310 0.13393  0.0412
O 0.32755 2.83490 -2.67507  -0.0731
H 1.25755 2.59890 -2.54207  0.0173
H -0.00045 2.36490 -1.90107  -0.0257
O 0.58355 0.64290 2.19293  -0.0672
H 1.55655 0.60390 2.20193  0.0661
H 0.34255 0.56490 3.10493  0.0573
O 0.56355 -2.23310 3.13693  -0.0779
H 0.16855 -3.06210 2.90593  0.0129
H 0.31755 -1.70910 2.36093  -0.0245

Computed properties:
HOMO energy in Eh: -0.0995
Spin multiplicity: 1
DFT total energy in Eh: -882.9986
Frontier orbital gap in eV: 4.73
Total charge: -1
LUMO energy in Ha: 0.07430

---

(6)
Here is 7 unconnected molecules or ions with the total composition CH17NO6 from OMol25. Energies are from ωB97M-V with the def2-TZVPD basis set.

Last column: Löwdin charge in e.
Atoms and positions in Å:
C -1.03750 2.43680 2.25906  -0.0857
N -1.34505 1.06374 1.87357  0.0067
H -1.72010 3.16315 1.82774  0.0890
H -0.03649 2.65043 1.89646  0.0916
H -1.03370 2.58072 3.33945  0.0802
H -0.64142 0.33315 1.66649  0.0888
H -2.27336 0.72306 2.11387  0.1369
H -1.65914 1.24048 0.70833  0.1013
H -1.16440 1.96716 -0.99490  0.0216
O -1.25830 1.09221 -0.62636  -0.2918
H -1.43213 -0.19081 -1.26777  -0.0412
H -2.58703 -1.23649 -1.35290  0.0113
O -1.70556 -1.09216 -1.69655  -0.1288
H -0.20885 -2.18494 -0.43853  0.0744
H 1.24657 -2.46535 -0.69585  0.0463
O 0.62243 -2.48011 0.04845  -0.0601
H 0.50150 0.73027 -0.73069  0.0084
H 1.93513 1.13323 -0.23884  0.0405
O 1.37884 1.08684 -1.02527  -0.0836
H 1.91879 -0.59257 -1.64263  -0.0038
H 2.96898 -1.45103 -2.16452  0.0182
O 2.09378 -1.19113 -2.40189  -0.0594
H 0.87888 -1.25903 1.00008  0.0066
H 1.62609 -0.95128 2.36530  0.0349
O 1.01153 -0.57286 1.74869  -0.1025

Computed properties:
HOMO energy in Eh: -0.3598
Spin multiplicity: 1
DFT total energy in Eh: -554.4530
Frontier orbital gap in eV: 10.15
LUMO energy in Ha: 0.01318